No. 1
ORCA calculation (wB97M-V/def2-TZVPD) on 2 unconnected molecules or ions with the total composition C16H32N2O3P2S.

Last column: Mulliken charge in e.
Geometry (Å):
S (-0.56, 1.14, -2.15)  -0.250
P (-0.14, 2.90, -1.46)  0.154
P (1.82, 3.67, -2.08)  0.081
C (3.23, 2.47, -1.94)  -0.825
C (3.02, 1.29, -0.92)  -0.605
C (3.11, 1.75, 0.59)  -0.734
C (1.70, 1.84, 1.32)  0.368
C (1.67, 0.97, 2.65)  -1.178
C (0.94, -0.41, 2.44)  -0.558
C (1.53, -1.24, 1.23)  0.285
C (0.75, -2.62, 1.02)  -0.936
C (-0.67, -2.25, 0.45)  -0.090
C (-1.29, -3.30, -0.54)  -0.533
C (-2.08, -2.68, -1.75)  -0.869
C (-3.12, -1.56, -1.36)  -0.529
N (-4.52, -2.06, -1.24)  0.263
C (-4.99, -3.32, -0.95)  -0.210
C (-6.43, -3.14, -0.93)  -0.584
C (-6.74, -1.73, -1.21)  -0.542
C (-5.46, -1.05, -1.41)  -0.360
H (-1.09, 3.82, -2.03)  0.171
H (-0.31, 3.02, -0.04)  0.190
H (2.09, 4.89, -1.39)  0.216
H (1.70, 4.01, -3.47)  0.196
H (4.15, 3.05, -1.61)  0.468
H (3.48, 2.06, -2.95)  0.519
H (3.89, 0.60, -1.07)  0.330
H (2.11, 0.69, -1.16)  0.159
H (3.70, 2.69, 0.74)  0.480
H (3.68, 0.94, 1.12)  0.398
H (0.88, 1.42, 0.67)  -0.471
H (1.52, 2.93, 1.56)  0.434
H (2.71, 0.88, 3.04)  0.447
H (1.08, 1.58, 3.39)  0.300
H (1.03, -1.02, 3.37)  0.429
H (-0.14, -0.18, 2.19)  0.209
H (2.64, -1.39, 1.29)  0.405
H (1.32, -0.63, 0.31)  -0.472
H (1.32, -3.34, 0.39)  0.399
H (0.60, -3.02, 2.05)  0.295
H (-1.38, -2.14, 1.32)  0.349
H (-0.67, -1.25, -0.06)  -0.174
H (-0.45, -3.91, -0.98)  0.406
H (-1.95, -4.04, 0.01)  0.213
H (-1.31, -2.20, -2.42)  0.313
H (-2.55, -3.50, -2.35)  0.443
H (-2.89, -1.04, -0.40)  0.333
H (-3.08, -0.76, -2.15)  0.308
H (-4.37, -4.22, -0.78)  0.320
H (-7.18, -3.93, -0.71)  0.350
H (-7.73, -1.23, -1.26)  0.357
H (-5.28, 0.01, -1.63)  0.313
N (5.18, 3.63, 3.32)  0.983
O (5.42, 3.77, 2.10)  -0.674
O (6.11, 3.63, 4.14)  -0.651
O (4.00, 3.49, 3.70)  -0.638

---

No. 2
ORCA calculation (wB97M-V/def2-TZVPD) on C2H6N2OS in the gas phase.

Last column: Mulliken charge in e.
Geometry (Å):
C (-2.06, 0.66, 0.61)  -0.756
C (1.23, 0.18, -0.03)  0.585
H (-3.10, 0.84, 0.34)  0.311
H (-2.07, 0.29, 1.65)  0.253
H (-1.48, 1.57, 0.52)  0.244
H (0.30, -1.22, 1.10)  0.252
H (3.27, 0.26, 0.00)  0.275
H (2.63, -1.29, 0.04)  0.248
N (0.15, -0.66, 0.32)  -0.326
N (2.46, -0.35, 0.32)  -0.496
O (1.01, 1.29, -0.45)  -0.548
S (-1.31, -0.54, -0.50)  -0.044

Calculated values
Energy relative to the best compared isomer or geometry (same formula, charge and spin) in kJ/mol: 33.6
Structure (SMILES): CSNC(N)=O

---

No. 3
ORCA calculation (wB97M-V/def2-TZVPD) on 11 unconnected molecules or ions with the total composition C54H131F2N8O22S2.

Last column: Mulliken charge in e.
Geometry (Å):
N (-23.01, -4.61, 9.26)  0.595
S (-23.25, -3.62, 8.04)  -0.606
O (-23.04, -2.21, 8.39)  -0.186
O (-24.16, -3.99, 6.95)  -0.576
F (-21.78, -3.89, 7.40)  0.113
S (-24.54, -4.28, 9.86)  -0.125
O (-25.61, -4.98, 9.21)  -0.425
O (-24.86, -3.01, 10.49)  -0.494
F (-24.41, -5.24, 11.16)  -0.333
C (-21.18, 0.88, 7.76)  -0.908
O (-19.86, 0.45, 7.46)  -0.306
C (-19.55, -0.81, 8.00)  0.426
C (-18.01, -0.96, 7.99)  -0.501
N (-17.29, 0.16, 8.72)  -0.343
C (-15.87, 0.15, 8.48)  -0.277
C (-15.28, 1.55, 8.82)  -0.632
O (-16.03, 2.67, 8.33)  -0.256
C (-15.33, 3.85, 8.40)  -0.797
H (-21.43, 1.70, 7.09)  0.380
H (-21.16, 1.17, 8.81)  0.449
H (-21.94, 0.13, 7.56)  0.100
H (-20.00, -1.60, 7.39)  -0.334
H (-19.91, -0.90, 9.03)  0.112
H (-17.69, -1.09, 6.96)  0.529
H (-17.67, -1.86, 8.51)  -0.188
H (-17.55, 1.03, 8.29)  0.335
H (-15.59, -0.17, 7.48)  0.281
H (-15.61, -0.59, 9.24)  0.018
H (-14.36, 1.58, 8.24)  0.376
H (-15.02, 1.54, 9.88)  0.358
H (-15.20, 4.24, 9.41)  0.300
H (-15.95, 4.57, 7.86)  0.246
H (-14.37, 3.83, 7.87)  0.314
C (-32.82, 2.37, 3.46)  -0.686
O (-32.27, 2.14, 4.79)  -0.307
C (-31.13, 1.24, 4.83)  -0.463
C (-30.48, 1.18, 6.19)  -0.733
N (-29.16, 0.54, 6.29)  -0.356
C (-28.89, 0.14, 7.65)  -0.815
C (-27.39, -0.36, 7.94)  -0.362
O (-26.46, 0.64, 7.81)  -0.488
C (-25.14, 0.11, 7.55)  -0.497
H (-32.05, 2.76, 2.79)  0.291
H (-33.67, 3.05, 3.55)  0.250
H (-33.21, 1.48, 2.97)  0.290
H (-30.36, 1.71, 4.22)  0.314
H (-31.25, 0.21, 4.49)  0.303
H (-31.36, 0.74, 6.68)  0.326
H (-30.53, 2.17, 6.65)  0.386
H (-28.41, 1.17, 6.03)  0.271
H (-29.56, -0.69, 7.89)  0.341
H (-29.26, 0.90, 8.35)  0.448
H (-27.27, -1.09, 7.14)  0.293
H (-27.24, -0.91, 8.87)  0.483
H (-25.06, -0.26, 6.53)  0.372
H (-24.95, -0.66, 8.30)  0.192
H (-24.38, 0.89, 7.61)  0.181
C (-20.04, -6.85, 6.23)  0.401
O (-18.70, -6.45, 6.49)  -0.566
C (-18.63, -5.22, 7.35)  0.716
C (-17.15, -4.91, 7.56)  -0.071
N (-16.75, -5.58, 8.84)  -0.247
C (-15.36, -5.26, 9.19)  -1.059
C (-15.30, -3.83, 9.79)  0.429
O (-15.90, -3.75, 11.03)  -0.379
C (-15.81, -2.49, 11.69)  -0.400
H (-20.04, -7.79, 5.68)  0.483
H (-20.61, -6.09, 5.70)  -0.431
H (-20.65, -7.01, 7.12)  -0.252
H (-19.16, -5.41, 8.28)  0.292
H (-19.11, -4.35, 6.91)  -0.662
H (-17.19, -3.84, 7.78)  -0.313
H (-16.46, -5.20, 6.78)  0.324
H (-16.80, -6.58, 8.83)  0.283
H (-14.69, -5.34, 8.33)  0.378
H (-15.08, -5.91, 10.02)  0.446
H (-15.88, -3.18, 9.13)  -0.341
H (-14.27, -3.49, 9.94)  0.436
H (-14.78, -2.18, 11.85)  0.310
H (-16.25, -2.49, 12.69)  0.256
H (-16.37, -1.79, 11.06)  -0.046
C (-25.96, -7.78, 13.22)  -0.801
O (-25.98, -8.17, 11.86)  -0.479
C (-26.92, -7.39, 11.15)  0.584
C (-26.98, -8.04, 9.74)  -0.999
N (-27.40, -7.10, 8.70)  0.914
C (-27.71, -7.78, 7.46)  -0.924
C (-27.66, -6.88, 6.19)  0.305
O (-28.07, -7.65, 5.02)  -0.465
C (-27.99, -6.79, 3.92)  -0.566
H (-26.39, -6.81, 13.48)  0.295
H (-25.00, -7.66, 13.72)  0.225
H (-26.56, -8.53, 13.74)  0.379
H (-26.66, -6.34, 11.19)  -0.599
H (-27.93, -7.41, 11.57)  0.527
H (-27.59, -8.94, 9.75)  0.489
H (-25.98, -8.40, 9.50)  0.155
H (-26.60, -6.50, 8.58)  -0.140
H (-28.73, -8.16, 7.42)  0.204
H (-27.06, -8.64, 7.32)  0.447
H (-26.69, -6.40, 6.11)  -0.236
H (-28.22, -5.94, 6.27)  0.353
H (-28.61, -5.91, 4.10)  0.300
H (-28.35, -7.22, 2.98)  0.301
H (-26.95, -6.61, 3.67)  0.121
C (-25.93, -0.01, 19.09)  -0.759
O (-25.36, -1.25, 18.69)  -0.274
C (-24.46, -1.84, 19.56)  -0.601
C (-24.05, -3.29, 19.05)  -0.676
N (-23.70, -3.30, 17.59)  -0.207
C (-23.27, -4.61, 17.17)  -0.784
C (-22.78, -4.41, 15.74)  -0.292
O (-22.45, -5.73, 15.39)  -0.416
C (-22.59, -5.91, 14.01)  -0.575
H (-26.68, 0.32, 18.38)  0.242
H (-25.11, 0.72, 19.07)  0.309
H (-26.40, -0.03, 20.07)  0.289
H (-24.91, -1.92, 20.55)  0.414
H (-23.54, -1.26, 19.71)  0.367
H (-25.00, -3.83, 19.05)  0.353
H (-23.36, -3.68, 19.80)  0.390
H (-24.49, -3.02, 17.02)  0.246
H (-23.91, -5.49, 17.14)  0.339
H (-22.40, -4.91, 17.75)  0.260
H (-21.96, -3.70, 15.60)  0.257
H (-23.48, -3.94, 15.06)  0.234
H (-23.60, -5.68, 13.68)  0.085
H (-22.58, -6.99, 13.85)  0.457
H (-21.90, -5.34, 13.39)  0.311
C (-19.78, -3.87, 3.84)  -1.319
C (-20.70, -3.06, 2.80)  2.151
C (-22.04, -2.75, 3.52)  -1.174
C (-22.03, -1.57, 4.53)  1.620
C (-21.46, -0.35, 3.79)  -1.885
C (-20.09, -0.59, 3.18)  1.918
N (-20.09, -1.80, 2.36)  0.352
O (-18.85, -2.04, 1.75)  -0.474
C (-19.77, 0.60, 2.24)  -2.119
C (-19.03, -0.73, 4.31)  -1.366
C (-20.96, -4.03, 1.64)  -1.924
H (-20.02, -3.76, 4.89)  -0.294
H (-18.72, -3.60, 3.81)  0.374
H (-19.75, -4.94, 3.65)  0.468
H (-22.84, -2.53, 2.81)  0.489
H (-22.24, -3.49, 4.29)  -0.191
H (-21.41, -1.70, 5.42)  -1.375
H (-23.03, -1.34, 4.88)  0.315
H (-21.47, 0.44, 4.54)  0.399
H (-22.14, -0.10, 2.98)  0.446
H (-19.94, 1.52, 2.81)  0.390
H (-18.78, 0.70, 1.80)  0.359
H (-20.51, 0.63, 1.44)  0.508
H (-19.30, -1.38, 5.14)  -0.257
H (-18.04, -0.96, 3.92)  0.464
H (-18.94, 0.20, 4.86)  0.495
H (-20.08, -4.58, 1.31)  0.392
H (-21.28, -3.41, 0.80)  0.514
H (-21.76, -4.77, 1.75)  0.295
H (-18.98, -1.94, 0.80)  0.342
C (-31.32, -7.33, 9.86)  -1.794
C (-31.49, -5.85, 10.18)  1.432
C (-32.11, -5.77, 11.66)  -1.076
C (-31.92, -4.49, 12.41)  -0.725
C (-30.50, -3.92, 12.37)  -1.436
C (-29.92, -3.85, 10.92)  2.105
N (-30.20, -5.11, 10.17)  0.859
O (-29.50, -5.12, 8.97)  -0.399
C (-30.42, -2.57, 10.19)  -2.027
C (-28.38, -3.72, 11.16)  -2.028
C (-32.54, -5.28, 9.24)  -1.672
H (-32.27, -7.83, 9.67)  0.427
H (-30.70, -7.91, 10.55)  0.346
H (-30.89, -7.51, 8.88)  0.256
H (-33.19, -5.88, 11.64)  0.276
H (-31.71, -6.61, 12.22)  0.435
H (-32.19, -4.74, 13.44)  0.399
H (-32.62, -3.79, 11.96)  0.322
H (-29.84, -4.49, 13.02)  0.405
H (-30.43, -2.96, 12.88)  0.487
H (-30.45, -1.73, 10.89)  0.436
H (-29.91, -2.55, 9.23)  0.328
H (-31.45, -2.64, 9.86)  0.381
H (-27.82, -3.63, 10.23)  0.163
H (-28.09, -2.85, 11.75)  0.626
H (-27.91, -4.60, 11.61)  0.178
H (-33.58, -5.62, 9.23)  0.402
H (-32.33, -5.54, 8.21)  0.360
H (-32.55, -4.19, 9.13)  0.272
H (-28.73, -5.69, 9.09)  0.377
C (-20.96, -1.71, 12.66)  -0.658
C (-21.64, -2.20, 11.36)  1.837
O (-21.64, -3.63, 11.41)  -0.342
O (-19.56, -1.90, 12.63)  -0.480
H (-21.36, -2.28, 13.50)  0.037
H (-21.09, -0.64, 12.86)  0.407
H (-21.06, -1.88, 10.50)  -0.817
H (-22.66, -1.83, 11.22)  0.057
H (-22.07, -3.94, 10.61)  0.233
H (-19.11, -1.15, 12.22)  0.272
C (-23.05, -6.74, 3.72)  -0.225
C (-23.64, -6.89, 5.11)  1.415
O (-23.28, -8.06, 5.78)  -0.731
O (-23.75, -7.42, 2.70)  -0.634
H (-21.97, -6.92, 3.68)  0.296
H (-23.10, -5.70, 3.41)  -0.216
H (-24.72, -6.76, 5.14)  -0.261
H (-23.17, -6.11, 5.70)  -0.628
H (-23.34, -7.77, 6.69)  0.315
H (-23.90, -8.32, 3.02)  0.385
C (-21.89, -7.38, 10.32)  -0.677
C (-22.48, -8.11, 9.11)  -0.474
O (-23.41, -7.29, 8.47)  0.503
O (-21.16, -6.20, 10.03)  -0.573
H (-21.32, -8.03, 10.99)  0.567
H (-22.73, -7.06, 10.92)  0.044
H (-22.91, -9.08, 9.34)  0.634
H (-21.66, -8.30, 8.42)  0.053
H (-23.20, -6.42, 8.80)  -0.023
H (-21.80, -5.58, 9.68)  0.627

Calculated values
Net charge: -1

---

Number 1: maximum force 4.9 eV/Å, Kohn-Sham gap 4.874 eV. Number 2: maximum force 2.9 eV/Å, Kohn-Sham gap 9.661 eV. Number 3: maximum force 8.2 eV/Å, Kohn-Sham gap 7.468 eV.